Entry 1:
# ClH3N2S

A structure of composition ClH3N2S at a distorted geometry (ωB97M-V with the def2-TZVPD basis set, the OMol25 dataset).

Last column: Mulliken charge in e.
Cartesian coordinates (Å):
N  -1.174  0.566  -0.663  -0.531
N  1.213  -0.044  -0.059  -0.482
S  -0.360  -0.374  0.283  0.401
Cl  -0.233  0.359  2.273  -0.233
H  -2.375  -0.033  -0.657  0.266
H  1.365  0.505  -0.855  0.302
H  1.564  -0.980  -0.322  0.277

Summary:
**Energy above the lowest of the compared OMol25 structures with the same formula, charge and spin**: 110.1 kJ/mol
**Maximum force**: 5.3 eV Å⁻¹
**HOMO-LUMO gap**: 0.369 Ha
**HOMO level**: -9.609 eV


Entry 2:
# ClH3NPS

The molecule ClH3NPS at a distorted geometry (ωB97M-V with the def2-TZVPD basis set, the OMol25 dataset).

Last column: Mulliken charge in e.
Cartesian coordinates (Å):
N  0.015  -1.383  -0.750  -0.478
S  -0.043  -0.045  -0.026  0.197
P  -1.887  0.721  0.151  0.063
Cl  1.261  -0.311  1.949  -0.325
H  0.842  -1.843  -0.696  0.281
H  0.960  1.040  -0.596  0.253
H  -1.149  1.822  -0.031  0.009

Summary:
**Energy above the lowest of the compared OMol25 structures with the same formula, charge and spin**: 506.2 kJ/mol
**Maximum force**: 3.7 eV Å⁻¹
**HOMO-LUMO gap**: 0.267 Ha
**HOMO level**: -9.079 eV
**SMILES**: N=[S@@H](=P)Cl


Entry 3:
# ClH3NPS

A structure of composition ClH3NPS at a distorted geometry (ωB97M-V with the def2-TZVPD basis set, the OMol25 dataset).

Last column: Mulliken charge in e.
Cartesian coordinates (Å):
N  1.383  0.945  -0.139  -0.396
P  1.387  -0.538  0.251  0.194
S  -1.402  -0.067  0.312  -0.112
Cl  -3.434  -0.530  0.482  -0.196
H  0.465  1.018  -0.566  0.265
H  2.684  -0.543  0.663  0.049
H  -1.082  -0.285  -1.003  0.197

Summary:
**Energy above the lowest of the compared OMol25 structures with the same formula, charge and spin**: 315.7 kJ/mol
**Maximum force**: 2.3 eV Å⁻¹
**HOMO-LUMO gap**: 0.312 Ha
**HOMO level**: -9.180 eV


Entry 4:
# ClH3OSi

The molecule ClH3OSi at a distorted geometry (ωB97M-V with the def2-TZVPD basis set, the OMol25 dataset).

Last column: Mulliken charge in e.
Cartesian coordinates (Å):
O  -0.015  -0.879  -0.805  -0.339
Si  -0.038  0.306  0.224  0.498
Cl  1.917  0.690  0.145  -0.223
H  -0.571  -1.607  -1.091  0.342
H  -0.721  -0.123  1.441  -0.138
H  -0.573  1.613  0.087  -0.140

Summary:
**Energy above the lowest of the compared OMol25 structures with the same formula, charge and spin**: 59.4 kJ/mol
**Maximum force**: 2.9 eV Å⁻¹
**HOMO-LUMO gap**: 0.417 Ha
**HOMO level**: -10.827 eV
**SMILES**: O[SiH2]Cl


Entry 5:
# ClH3SSi

The molecule ClH3SSi at a distorted geometry (ωB97M-V with the def2-TZVPD basis set, the OMol25 dataset).

Last column: Mulliken charge in e.
Cartesian coordinates (Å):
S  0.338  -1.597  -0.845  -0.362
Si  -0.120  0.598  0.150  0.484
Cl  -0.880  1.919  -1.122  -0.169
H  0.678  -2.024  0.336  0.113
H  -1.393  0.383  0.838  -0.049
H  1.377  0.722  0.644  -0.017

Summary:
**Energy above the lowest of the compared OMol25 structures with the same formula, charge and spin**: 62.3 kJ/mol
**Maximum force**: 4.0 eV Å⁻¹
**HOMO-LUMO gap**: 0.358 Ha
**HOMO level**: -9.219 eV
**SMILES**: S[SiH2]Cl


Entry 6:
# ClH40O24

A cluster of 21 separate species, ClH40O24 in total at a distorted geometry (ωB97M-V with the def2-TZVPD basis set, the OMol25 dataset).

Last column: Mulliken charge in e.
Cartesian coordinates (Å):
Cl  0.248  0.266  0.087  -0.452
O  1.174  0.461  -1.099  0.607
O  0.189  -1.197  0.424  0.626
O  0.706  1.016  1.276  0.256
O  -1.119  0.736  -0.360  0.345
O  2.828  -2.270  -0.476  -0.620
H  1.868  -2.216  -0.437  0.215
H  3.114  -2.982  0.120  0.255
O  0.649  -4.241  0.456  -0.856
H  0.190  -4.721  1.126  0.223
H  0.044  -3.699  -0.053  0.263
O  2.258  -1.085  -3.966  -0.701
H  1.540  -0.815  -3.363  0.184
H  2.746  -0.254  -4.151  0.329
O  -1.779  -2.825  -0.465  -0.920
H  -1.178  -2.128  -0.097  0.255
H  -1.285  -3.277  -1.112  0.588
O  -3.769  -1.083  0.316  -0.774
H  -3.386  -0.243  0.449  0.300
H  -3.148  -1.707  0.054  0.402
O  3.120  2.996  0.782  -0.576
H  2.537  3.266  1.471  0.315
H  3.410  3.784  0.310  0.263
O  2.456  -1.107  2.273  -0.740
H  2.793  -0.448  1.699  0.360
H  1.542  -1.258  2.044  0.196
O  -1.479  2.089  -2.616  -0.612
H  -2.214  1.826  -3.100  0.374
H  -1.225  1.360  -1.992  0.056
O  -0.262  1.736  4.363  -0.716
H  -1.226  1.866  4.149  0.332
H  -0.014  0.863  4.097  0.294
O  0.293  -2.869  -1.920  -0.571
H  0.646  -3.304  -2.682  0.287
H  -0.096  -2.092  -2.324  0.246
O  0.348  -2.967  3.034  -0.699
H  1.085  -2.990  3.610  0.309
H  0.702  -3.430  2.279  0.256
O  -0.607  -0.596  -3.245  -0.675
H  -0.286  0.216  -3.615  0.329
H  -1.531  -0.577  -3.073  0.249
O  -3.365  -0.177  -2.411  -0.694
H  -3.535  0.284  -1.600  0.227
H  -3.679  -1.067  -2.264  0.319
O  0.307  3.693  0.067  -0.620
H  0.266  2.922  0.654  0.205
H  1.254  3.910  0.174  0.312
O  4.027  0.350  -1.640  -0.649
H  4.088  -0.537  -1.948  0.347
H  3.137  0.617  -1.764  0.103
O  -1.478  -0.859  2.953  -0.501
H  -2.231  -1.127  3.536  0.237
H  -0.850  -1.538  2.964  0.221
O  2.284  2.632  -2.182  -0.710
H  2.006  2.037  -1.452  0.308
H  1.667  2.650  -2.923  0.306
O  1.244  3.473  2.830  -0.648
H  0.768  2.704  3.112  0.285
H  0.605  4.162  2.884  0.294
O  -2.332  1.566  1.765  -0.842
H  -2.150  0.724  2.283  0.477
H  -1.756  1.407  0.987  0.311
O  -3.929  1.829  -0.398  -0.581
H  -3.492  1.971  0.407  0.267
H  -4.737  2.288  -0.278  0.225

Summary:
**Energy above the lowest of the compared OMol25 structures with the same formula, charge and spin**: 0.0 kJ/mol
**Maximum force**: 3.9 eV Å⁻¹
**HOMO-LUMO gap**: 0.358 Ha
**Total charge**: -1
**HOMO level**: -7.427 eV


Entry 7:
# ClH42O25

A cluster of 22 separate species, ClH42O25 in total at a distorted geometry (ωB97M-V with the def2-TZVPD basis set, the OMol25 dataset).

Last column: Mulliken charge in e.
Cartesian coordinates (Å):
Cl  0.178  -0.118  0.234  -1.211
O  1.483  0.551  -0.070  0.296
O  -0.919  0.881  0.240  1.310
O  -0.119  -1.175  -0.800  0.416
O  0.310  -0.754  1.579  0.301
O  -3.297  -0.701  -0.051  -0.648
H  -4.160  -0.238  0.003  0.247
H  -2.969  -0.592  0.841  0.307
O  3.529  -0.327  -1.631  -0.830
H  2.757  0.110  -1.254  0.299
H  3.519  -1.141  -1.146  0.354
O  0.738  -1.029  4.172  -0.696
H  0.502  -0.885  3.252  0.348
H  1.492  -1.556  4.084  0.390
O  0.223  0.620  -2.915  -0.681
H  -0.729  0.739  -2.953  0.485
H  0.328  0.017  -2.168  0.148
O  1.619  -2.199  -2.891  -0.626
H  1.949  -2.584  -2.079  0.205
H  2.356  -1.914  -3.399  0.263
O  -0.790  -2.366  -3.870  -0.687
H  -0.006  -2.085  -3.482  0.314
H  -0.962  -1.629  -4.465  0.333
O  2.222  3.058  0.369  -0.818
H  1.941  2.527  1.117  0.326
H  1.736  2.732  -0.344  0.218
O  -1.004  -3.226  2.323  -0.630
H  -0.046  -3.263  2.214  0.322
H  -1.376  -4.010  1.915  0.281
O  -0.902  1.349  3.485  -0.717
H  -1.053  2.223  3.841  0.352
H  -0.104  1.457  2.982  0.194
O  -2.262  -0.956  2.343  -0.842
H  -1.750  -0.145  2.346  0.193
H  -1.715  -1.748  2.144  0.494
O  2.248  2.309  -2.614  -0.724
H  1.845  3.138  -2.362  0.282
H  1.503  1.693  -2.581  0.454
O  -2.539  0.718  -2.421  -0.714
H  -3.018  0.380  -3.172  0.350
H  -2.647  0.042  -1.759  0.258
O  3.342  -0.812  2.327  -0.694
H  3.304  -0.335  3.152  0.322
H  2.820  -0.204  1.792  0.238
O  1.788  -3.282  1.966  -0.660
H  2.441  -3.936  2.245  0.265
H  2.213  -2.454  2.148  0.230
O  -0.616  -3.775  -0.994  -0.649
H  -0.416  -2.845  -1.004  0.124
H  -0.127  -4.054  -1.755  0.390
O  -0.262  3.815  1.766  -0.651
H  0.086  3.574  0.908  0.300
H  0.461  4.131  2.304  0.310
O  -3.078  -2.300  -2.405  -0.760
H  -2.137  -2.312  -2.645  0.516
H  -3.019  -1.849  -1.592  0.337
O  -3.532  2.833  -0.994  -0.741
H  -3.213  2.223  -1.678  0.406
H  -2.993  2.521  -0.272  0.247
O  4.402  1.152  0.561  -0.681
H  4.206  0.992  -0.337  0.325
H  3.790  1.828  0.842  0.380
O  -0.208  3.070  -1.085  -0.786
H  -0.547  3.206  -1.980  0.322
H  -0.585  2.269  -0.675  0.110
O  -2.894  2.416  1.804  -0.686
H  -3.269  1.686  2.294  0.275
H  -2.064  2.538  2.252  0.294

Summary:
**Energy above the lowest of the compared OMol25 structures with the same formula, charge and spin**: 0.0 kJ/mol
**Maximum force**: 3.4 eV Å⁻¹
**HOMO-LUMO gap**: 0.367 Ha
**Total charge**: -1
**HOMO level**: -7.855 eV


Entry 8:
# ClH4N2PS

A cluster of 2 separate species, ClH4N2PS in total at a distorted geometry (ωB97M-V with the def2-TZVPD basis set, the OMol25 dataset).

Last column: Mulliken charge in e.
Cartesian coordinates (Å):
N  -0.266  0.750  -1.142  -0.564
N  1.704  0.375  1.022  -0.604
P  -1.492  -0.123  -0.763  0.684
S  -1.658  -2.091  -0.879  -0.292
Cl  -3.137  0.739  -0.036  -0.141
H  1.995  0.342  1.964  0.214
H  0.196  0.086  -1.731  0.301
H  1.921  -0.578  0.560  0.239
H  0.737  0.501  1.005  0.164

Summary:
**Energy above the lowest of the compared OMol25 structures with the same formula, charge and spin**: 222.4 kJ/mol
**Maximum force**: 3.6 eV Å⁻¹
**HOMO-LUMO gap**: 0.337 Ha
**HOMO level**: -9.864 eV


Entry 9:
# ClH4NSi

The molecule ClH4NSi at a distorted geometry (ωB97M-V with the def2-TZVPD basis set, the OMol25 dataset).

Last column: Mulliken charge in e.
Cartesian coordinates (Å):
N  0.806  -0.481  0.111  -0.160
Si  -0.682  0.388  0.081  0.373
Cl  2.363  0.250  -0.410  -0.253
H  0.730  -1.443  0.009  0.273
H  -1.167  -0.219  1.301  -0.074
H  -1.310  -0.305  -1.120  -0.063
H  -0.740  1.810  0.028  -0.095

Summary:
**Energy above the lowest of the compared OMol25 structures with the same formula, charge and spin**: 102.8 kJ/mol
**Maximum force**: 5.2 eV Å⁻¹
**⟨S²⟩**: 2.009
**2S+1**: 3
**HOMO-LUMO gap (spin up / spin down)**: 0.257 / 0.312 Ha
**HOMO level (spin up / spin down)**: -6.153 / -10.521 eV


Entry 10:
# ClH50O25

A cluster of 26 separate species, ClH50O25 in total at a distorted geometry (ωB97M-V with the def2-TZVPD basis set, the OMol25 dataset).

Last column: Mulliken charge in e.
Cartesian coordinates (Å):
Cl  0.101  -0.153  -0.368  -0.464
O  2.415  -0.741  1.880  -0.338
H  1.671  -0.656  1.284  0.128
H  2.033  -1.066  2.696  0.358
O  1.157  -1.815  3.897  -0.627
H  0.209  -1.843  4.030  0.265
H  1.525  -1.876  4.779  0.292
O  -3.988  -1.157  0.825  -0.642
H  -3.198  -1.689  0.921  0.346
H  -4.554  -1.433  1.545  0.266
O  -3.231  2.367  -3.023  -0.692
H  -2.659  1.619  -3.195  0.482
H  -3.445  2.298  -2.093  0.315
O  2.847  -2.018  -1.856  -0.643
H  3.467  -1.796  -1.161  0.369
H  2.131  -1.391  -1.748  0.245
O  4.795  0.980  -2.578  -0.618
H  5.626  1.410  -2.782  0.261
H  4.810  0.868  -1.627  0.303
O  3.910  1.674  2.990  -0.643
H  3.718  1.353  3.871  0.292
H  3.774  0.915  2.423  0.314
O  0.498  0.337  -5.000  -0.730
H  0.791  -0.574  -4.980  0.261
H  1.113  0.799  -4.430  0.509
O  -1.557  1.067  2.387  -0.194
H  -0.848  0.794  1.804  -0.063
H  -1.192  0.974  3.267  0.224
O  -0.652  -5.208  -2.689  -0.648
H  -0.615  -4.272  -2.490  0.486
H  0.166  -5.388  -3.151  0.255
O  -2.660  3.394  2.289  -0.730
H  -2.361  2.485  2.253  0.514
H  -2.250  3.811  1.531  0.416
O  -0.242  3.043  -1.868  -0.647
H  0.689  3.209  -2.019  0.227
H  -0.311  2.090  -1.819  0.344
O  1.246  -4.053  2.400  -0.625
H  1.199  -3.230  2.888  0.428
H  2.162  -4.323  2.472  0.265
O  3.828  4.349  0.038  -0.658
H  3.934  4.746  0.902  0.269
H  3.362  3.530  0.206  0.557
O  -0.289  -2.555  -2.617  -0.616
H  0.403  -2.295  -3.225  0.225
H  -0.534  -1.744  -2.171  0.118
O  -1.633  0.210  -3.090  -0.578
H  -1.093  0.028  -3.859  0.314
H  -1.046  0.074  -2.347  0.045
O  -2.262  3.939  -0.264  -0.775
H  -2.786  3.149  -0.134  0.391
H  -1.533  3.655  -0.816  0.514
O  -4.977  -0.858  -1.687  -0.635
H  -4.532  -1.071  -0.867  0.390
H  -5.545  -0.120  -1.468  0.280
O  -4.087  0.961  3.503  -0.561
H  -4.210  0.096  3.894  0.255
H  -3.389  0.836  2.860  0.277
O  -1.752  -1.965  3.765  -0.613
H  -2.315  -2.207  3.030  0.230
H  -2.359  -1.676  4.447  0.247
O  -1.572  -2.874  0.915  -0.692
H  -1.002  -2.589  0.201  0.227
H  -0.987  -2.963  1.668  0.270
O  2.135  1.469  -3.296  -0.572
H  2.877  1.061  -2.850  0.290
H  2.479  2.301  -3.621  0.256
O  2.509  2.188  0.391  -0.662
H  2.523  2.132  1.347  0.286
H  1.776  1.631  0.128  0.137
O  -3.040  1.329  -0.409  -0.235
H  -3.535  0.602  -0.031  0.064
H  -2.150  0.989  -0.505  0.176
O  4.406  -2.353  0.493  -0.691
H  4.185  -1.683  1.140  0.320
H  3.918  -3.127  0.773  0.293

Summary:
**Energy above the lowest of the compared OMol25 structures with the same formula, charge and spin**: 106.1 kJ/mol
**Maximum force**: 1.4 eV Å⁻¹
**HOMO-LUMO gap**: 0.287 Ha
**Total charge**: -1
**HOMO level**: -6.780 eV